Entry P
C27H33NO4 | the ωB97M-V functional and the def2-TZVPD basis

Each line ends with the Löwdin charge.
CARTESIAN COORDINATES (ANGSTROEM)
C -1.46 3.04 4.25  -0.060
C -1.67 1.57 3.96  -0.209
O -0.80 1.18 2.90  0.002
C -1.08 0.04 2.27  -0.469
O -1.99 -0.68 2.60  0.132
C -0.15 -0.22 1.10  -0.351
C -0.66 0.62 -0.09  -0.075
C -2.17 0.56 -0.28  -0.180
O -2.75 1.47 0.63  -0.049
C -4.11 1.49 0.77  -0.256
C -5.00 0.69 0.06  -0.018
C -6.36 0.81 0.29  -0.087
C -6.85 1.72 1.21  -0.105
C -5.96 2.52 1.91  -0.085
C -4.60 2.42 1.69  -0.013
C 1.29 0.20 1.43  -0.098
C 1.89 -0.70 2.51  -0.154
N 1.85 -2.11 2.22  -0.161
C 2.95 -2.67 1.47  -0.142
C 3.07 -2.28 0.01  -0.209
C 3.81 -1.16 -0.36  -0.049
C 3.89 -0.77 -1.69  -0.021
C 3.22 -1.50 -2.67  -0.243
C 3.29 -1.10 -4.03  0.021
C 3.33 -0.80 -5.19  -0.017
C 3.40 -0.33 -6.56  -0.182
C 3.97 1.10 -6.61  -0.277
O 3.14 2.03 -5.96  -0.062
C 2.50 -2.64 -2.30  -0.019
C 2.43 -3.02 -0.98  -0.048
C 0.52 -2.53 1.87  -0.153
C -0.16 -1.71 0.76  -0.094
H -2.13 3.36 5.04  0.079
H -0.44 3.22 4.56  0.076
H -1.66 3.62 3.35  0.073
H -2.70 1.36 3.66  0.114
H -1.44 0.95 4.84  0.132
H -0.39 1.67 0.07  0.134
H -0.16 0.28 -1.00  0.129
H -2.54 -0.46 -0.10  0.124
H -2.43 0.85 -1.31  0.137
H -4.65 -0.02 -0.66  0.104
H -7.04 0.18 -0.26  0.103
H -7.91 1.80 1.39  0.098
H -6.33 3.24 2.63  0.103
H -3.90 3.04 2.22  0.106
H 1.31 1.24 1.77  0.124
H 1.89 0.13 0.51  0.106
H 2.93 -0.41 2.70  0.121
H 1.33 -0.54 3.44  0.127
H 3.87 -2.39 1.99  0.123
H 2.85 -3.76 1.53  0.124
H 4.34 -0.59 0.39  0.117
H 4.47 0.10 -1.97  0.117
H 2.40 -0.34 -6.99  0.123
H 4.04 -1.00 -7.15  0.119
H 4.98 1.11 -6.17  0.121
H 4.03 1.43 -7.65  0.118
H 2.98 1.72 -5.06  0.079
H 2.00 -3.21 -3.07  0.118
H 1.88 -3.90 -0.71  0.117
H 0.55 -3.59 1.58  0.121
H -0.10 -2.45 2.77  0.124
H -1.18 -2.06 0.65  0.120
H 0.37 -1.86 -0.19  0.105

Calculated values
- HOMO energy (eV) = -8.1
- charge = 0
- SMILES = CCOC(=O)C1(CCOc2ccccc2)CCN(Cc2ccc(C#CCCO)cc2)CC1
- molecular weight (g mol⁻¹) = 435.6

Entry Q
C27H33NO4 | the ωB97M-V functional and the def2-TZVPD basis

Each line ends with the Löwdin charge.
CARTESIAN COORDINATES (ANGSTROEM)
C -7.14 -2.43 0.43  -0.109
C -5.66 -2.59 0.14  -0.266
C -5.14 -1.63 -0.92  -0.222
C -5.25 -0.15 -0.56  -0.215
C -4.52 0.26 0.73  -0.206
C -3.03 -0.06 0.75  -0.187
C -2.25 0.67 -0.35  -0.132
C -0.78 0.39 -0.21  -0.193
C -0.21 -0.62 -0.92  0.048
C 1.18 -0.98 -0.79  -0.148
C 1.75 -2.00 -1.49  0.026
C 3.11 -2.39 -1.30  -0.369
O 3.61 -3.41 -1.74  0.088
C 4.02 -1.41 -0.52  -0.337
C 4.76 -0.54 -1.55  0.042
O 5.00 -2.16 0.19  0.068
C 4.49 -2.89 1.18  -0.515
C 5.55 -3.74 1.83  0.039
O 3.33 -2.86 1.49  0.136
C 3.31 -0.47 0.46  -0.303
O 3.92 0.07 1.35  0.117
C 1.90 -0.21 0.18  -0.055
C 1.27 0.77 0.88  0.031
N -0.03 1.10 0.71  -0.019
C -0.50 2.32 1.32  -0.119
C -0.24 3.53 0.39  -0.110
C 1.20 3.55 -0.04  -0.255
C 1.58 2.97 -1.24  -0.047
C 2.91 2.91 -1.60  -0.077
C 3.88 3.43 -0.76  -0.079
C 3.51 4.02 0.44  -0.070
C 2.17 4.08 0.79  -0.047
H -7.35 -1.46 0.89  0.064
H -7.72 -2.50 -0.48  0.075
H -7.48 -3.20 1.12  0.070
H -5.48 -3.61 -0.22  0.107
H -5.09 -2.47 1.06  0.098
H -5.70 -1.79 -1.85  0.112
H -4.09 -1.87 -1.14  0.099
H -6.30 0.12 -0.45  0.104
H -4.86 0.44 -1.39  0.103
H -4.66 1.34 0.87  0.112
H -5.00 -0.24 1.58  0.106
H -2.63 0.22 1.73  0.113
H -2.88 -1.13 0.64  0.114
H -2.57 0.30 -1.32  0.117
H -2.46 1.74 -0.31  0.111
H -0.81 -1.18 -1.62  0.126
H 1.16 -2.62 -2.15  0.118
H 4.04 0.03 -2.13  0.088
H 5.44 0.13 -1.03  0.097
H 5.32 -1.20 -2.21  0.101
H 6.46 -3.16 1.97  0.089
H 5.77 -4.58 1.17  0.095
H 5.19 -4.12 2.78  0.087
H 1.83 1.33 1.62  0.149
H 0.06 2.46 2.25  0.134
H -1.56 2.25 1.57  0.115
H -0.50 4.44 0.93  0.122
H -0.89 3.46 -0.49  0.112
H 0.83 2.56 -1.90  0.118
H 3.19 2.46 -2.54  0.104
H 4.92 3.37 -1.03  0.105
H 4.26 4.42 1.09  0.106
H 1.89 4.54 1.73  0.116

Calculated values
- HOMO energy (eV) = -7.5
- charge = 0
- SMILES = CCCCCCCC1=CC2=CC(=O)[C@](C)(OC(C)=O)C(=O)C2=CN1CCc1ccccc1
- molecular weight (g mol⁻¹) = 435.6

Here are the energies relative to the best structure, in eV: entry P 2.256; entry Q 0.000.